No. 1
One molecule with the formula C4H7NO5S in a non-equilibrium geometry, computed with ωB97M-V with the def2-TZVPD basis set.

## Properties
charge = 0
energy relative to the best compared isomer or geometry (same formula, charge and spin) = 0.859 eV
E_tot = -26820.11484 eV
HOMO-LUMO gap = 10.07 eV

Structure (XYZ):
```
18
Properties=species:S:1:pos:R:3:forces:R:3
O 2.675 -1.818 0.757 -0.2 0.2 0.2
N 1.687 -2.412 0.900 0.4 -0.4 -0.1
O 0.684 -2.058 -0.063 -0.6 0.0 0.1
C 0.182 -0.718 0.139 0.6 -0.1 -0.2
C 0.689 0.179 -0.970 -0.3 0.4 -0.2
C 0.341 1.658 -0.756 0.3 -0.2 -0.2
O 0.032 1.927 0.617 -0.4 -0.2 -0.3
S -1.537 1.635 1.054 -0.2 0.1 -0.6
O -1.372 1.044 2.343 0.0 -0.3 1.0
O -1.982 0.439 0.025 0.5 0.5 0.0
C -1.322 -0.834 0.106 -0.1 -0.5 0.1
H 0.501 -0.389 1.122 0.2 0.2 0.1
H 0.206 -0.136 -1.892 0.1 -0.2 -0.2
H 1.754 0.049 -1.110 0.2 -0.1 0.2
H 1.199 2.258 -1.031 0.1 0.3 0.2
H -0.483 1.965 -1.392 -0.2 0.0 -0.1
H -1.671 -1.418 0.951 -0.1 0.1 0.2
H -1.582 -1.372 -0.799 -0.2 0.0 -0.2
```
Forces are in eV/Å.

No. 2
One molecule with the formula C4H7NOS in a non-equilibrium geometry, computed with ωB97M-V with the def2-TZVPD basis set.

## Properties
charge = 0
energy relative to the best compared isomer or geometry (same formula, charge and spin) = 1.530 eV
E_tot = -18633.01957 eV
SMILES string = N/C=C(\C=O)CS
HOMO-LUMO gap = 9.77 eV

Structure (XYZ):
```
14
Properties=species:S:1:pos:R:3:forces:R:3
C -0.284 1.083 -0.006 0.8 0.6 0.4
C -0.105 -0.236 0.064 -1.0 0.4 -1.1
C 1.171 -0.998 0.011 0.2 1.0 1.3
C -1.328 -1.074 -0.059 -0.6 -1.4 0.7
H -1.602 2.384 -0.763 0.1 -0.3 0.0
H -1.684 2.260 0.835 0.1 -0.6 -0.5
H 0.495 1.840 0.017 0.7 -0.6 -0.1
H 1.178 -1.654 0.863 0.3 -0.1 0.7
H 1.151 -1.676 -0.786 0.0 -0.7 -1.6
H 3.538 -0.819 0.011 0.4 -0.5 0.0
H -2.360 -0.620 -0.132 1.2 0.0 -0.1
N -1.553 1.688 -0.019 -1.4 1.0 0.5
O -1.232 -2.292 -0.006 -0.1 0.8 -0.2
S 2.614 0.116 -0.029 -0.6 0.3 0.0
```
Forces are in eV/Å.